[1]
{"formula": "C17H32AsN4NdO4PSTe", "method": "the ωB97M-V functional and the def2-TZVPD basis", "lumo_energy_ev": [-3.3, -3.2], "spin_multiplicity": 4, "orbital_gap_ha": [0.2240, 0.2252], "e_tot_ev": -135830.231, "e_above_lowest_kj_mol": 20.9, "homo_ev": [-9.369, -9.372], "total_charge": 1, "species": ["Nd", "C", "C", "N", "C", "S", "N", "N", "C", "C", "C", "C", "C", "C", "C", "N", "H", "H", "H", "H", "H", "H", "H", "H", "H", "H", "H", "H", "H", "C", "As", "C", "C", "O", "H", "H", "H", "H", "H", "H", "H", "H", "H", "C", "C", "O", "P", "O", "Te", "O", "C", "C", "H", "H", "H", "H", "H", "H", "H", "H", "H", "H"], "coordinates": [[0.7670, 0.3039, -0.6208], [-1.8632, 5.4436, 2.0398], [-1.4276, 5.6792, 0.5994], [-1.6238, 4.5187, -0.2758], [-0.7613, 3.5026, -0.3665], [-0.9960, 2.3539, -1.6445], [0.2483, 3.4811, 0.4919], [1.2054, 2.5518, 0.3253], [2.2990, 2.7162, 1.0439], [2.3895, 3.8104, 2.0549], [3.3371, 1.7315, 0.8402], [4.5879, 1.8198, 1.4871], [5.6144, 0.9593, 1.1075], [5.3400, -0.0477, 0.1538], [4.0809, -0.1244, -0.4301], [3.0705, 0.6679, -0.0053], [-1.5018, 6.2914, 2.6191], [-1.4343, 4.5207, 2.4586], [-2.9635, 5.4182, 2.1609], [-0.3827, 5.9837, 0.5745], [-2.0480, 6.4869, 0.1757], [-2.3357, 4.5551, -1.0192], [1.7159, 4.5815, 1.7138], [3.4236, 4.1750, 2.1260], [2.0031, 3.5053, 3.0438], [4.7278, 2.5959, 2.2227], [6.5874, 1.0445, 1.5815], [6.1313, -0.7574, -0.1243], [3.8654, -0.7983, -1.2806], [2.4342, -3.6428, -1.5777], [0.9126, -2.9355, -2.5939], [-0.5982, -3.8314, -1.7784], [0.9000, -3.3091, -4.5372], [1.0201, -1.1233, -2.2901], [2.3894, -4.7505, -1.5411], [2.3976, -3.2801, -0.5543], [3.3677, -3.3052, -2.0503], [-0.8061, -4.7974, -2.2710], [-1.4708, -3.1705, -1.8001], [-0.3174, -4.0033, -0.7094], [1.2282, -4.3832, -4.6731], [1.6597, -2.6513, -5.0021], [-0.1290, -3.1500, -4.9278], [-4.0103, -4.0658, 2.1070], [-3.1300, -2.9633, 2.6549], [-2.0650, -2.7566, 1.6030], [-1.2112, -1.5012, 1.1497], [0.3146, -1.6390, 0.8566], [-1.2045, 0.5960, 2.3910], [-1.8405, -1.0777, -0.3124], [-3.2742, -0.8321, -0.5139], [-3.5472, -1.1581, -1.9436], [-4.6693, -4.3848, 2.9047], [-3.4159, -4.9576, 1.8030], [-4.6086, -3.7289, 1.2381], [-2.6101, -3.2624, 3.5754], [-3.6908, -2.0280, 2.7433], [-3.4476, 0.2203, -0.2679], [-3.7811, -1.4324, 0.2325], [-2.8935, -0.5240, -2.5884], [-4.5839, -0.9331, -2.1870], [-3.3749, -2.2078, -2.1928]], "forces_ev_per_angstrom": [[-2.1, -0.1, 0.8], [-0.3, -0.1, 0.2], [-0.8, 0.0, -0.1], [-0.5, 0.2, -0.6], [0.7, -0.7, -0.3], [0.0, -0.5, -0.2], [0.1, 0.6, 0.6], [0.7, 0.8, 0.2], [-2.0, -0.1, 0.0], [0.5, -0.1, 0.0], [0.9, -1.8, -0.1], [-0.3, -0.1, -0.9], [-1.0, -0.6, -0.1], [0.7, 0.2, 0.0], [0.0, 0.4, 0.7], [1.3, 1.3, -0.3], [0.0, 0.0, 0.2], [-0.1, 0.3, -0.2], [0.5, -0.1, -0.2], [0.0, -0.1, -0.1], [0.4, -0.2, 0.1], [0.7, 0.0, 0.8], [0.1, 0.4, 0.0], [-0.4, 0.1, 0.2], [0.3, -0.1, -0.4], [0.2, 0.0, 0.0], [-0.1, -0.1, -0.1], [-0.4, 0.5, 0.0], [0.0, 0.2, 0.8], [0.1, -0.4, -0.9], [0.4, 2.6, 0.9], [0.0, 0.1, 0.7], [0.6, -0.5, 0.5], [-0.2, -3.8, -1.1], [0.0, 0.6, -0.2], [-0.3, 0.3, 0.0], [-0.3, -0.2, 0.1], [0.2, 0.5, 0.1], [0.2, -0.2, -0.1], [-0.2, 0.2, -0.9], [-0.5, 1.2, 0.2], [-0.6, -0.3, 0.2], [0.8, 0.0, 0.3], [0.4, -0.4, -0.5], [0.7, 0.0, -1.1], [0.4, -0.1, 0.0], [0.7, 2.6, 0.8], [-1.9, -1.1, -0.9], [-0.3, -0.8, -0.4], [0.6, -0.8, 0.2], [1.2, 0.3, 0.7], [0.1, 0.4, -0.8], [-0.3, -0.1, 0.1], [-0.3, 0.7, 0.2], [0.3, -0.1, 0.5], [-0.2, 0.3, -0.3], [0.3, -0.1, 0.3], [0.0, -0.1, -0.2], [-0.4, -0.3, -0.2], [-0.5, -0.4, 0.4], [-0.1, 0.1, -0.1], [0.0, 0.1, 0.2]], "mulliken_spin": [3.023, 0.000, 0.000, 0.000, 0.000, -0.009, 0.000, 0.003, -0.007, 0.000, 0.001, -0.001, 0.001, -0.001, 0.000, -0.002, 0.000, 0.000, 0.000, 0.000, 0.000, 0.000, 0.000, 0.000, 0.000, 0.000, 0.000, 0.000, -0.001, 0.000, 0.002, 0.000, 0.000, -0.004, 0.000, 0.000, 0.000, 0.000, 0.000, 0.000, 0.000, 0.000, 0.000, 0.000, 0.000, 0.001, 0.004, -0.002, -0.007, -0.003, 0.001, 0.000, 0.000, 0.000, 0.000, 0.000, 0.000, 0.000, 0.000, 0.000, 0.000, 0.000]}


[2]
{"formula": "C17H32BeCl2O2P2", "method": "the ωB97M-V functional and the def2-TZVPD basis", "lumo_energy_ev": [-1.5, -1.3], "orbital_gap_ha": [0.0948, 0.1026], "e_tot_ev": -66259.751, "e_above_lowest_kj_mol": 473.0, "homo_ev": [-4.082, -4.083], "total_charge": 0, "species": ["P", "P", "C", "C", "H", "H", "H", "H", "C", "H", "H", "H", "C", "H", "H", "H", "C", "H", "H", "H", "C", "H", "H", "H", "Be", "C", "C", "C", "C", "C", "C", "C", "C", "C", "H", "H", "H", "H", "H", "H", "H", "H", "H", "H", "H", "H", "H", "H", "H", "Cl", "C", "Cl", "C", "O", "O", "H"], "coordinates": [[3.9737, 1.4917, -3.4996], [0.8890, -0.3408, -4.8823], [3.5292, 0.6606, -5.0451], [2.0680, 0.8794, -5.5091], [3.8003, -0.4118, -4.9371], [4.2099, 1.0695, -5.8147], [1.6784, 1.8977, -5.3098], [2.0384, 0.7229, -6.5991], [0.6232, -1.3999, -6.3432], [-0.1794, -2.1245, -6.1440], [1.5523, -1.9384, -6.5971], [0.3429, -0.7259, -7.1695], [-0.6226, 0.5235, -4.5783], [-1.1250, 0.7139, -5.5501], [-0.3947, 1.4868, -4.0819], [-1.2809, -0.0282, -3.9000], [5.7863, 1.4385, -3.5960], [6.2331, 2.0642, -2.8083], [6.0907, 1.8160, -4.5836], [6.1600, 0.4105, -3.4788], [3.5123, 3.2129, -3.4384], [2.4622, 3.3727, -3.7217], [4.1576, 3.7366, -4.1653], [3.6889, 3.6352, -2.4343], [-1.0144, 1.4034, -0.7038], [1.7944, -1.6430, -3.8893], [3.0756, -2.2548, -3.7458], [3.2709, -2.9345, -2.4322], [3.8513, -1.9978, -1.2749], [4.4919, -0.8204, -1.8327], [3.7376, 0.3933, -2.0578], [2.1735, 0.2795, -1.9592], [1.3988, -0.9408, -2.4847], [-0.7038, 2.5611, 0.5451], [1.0726, -2.4661, -3.9836], [3.8565, -2.3398, -4.5189], [4.0046, -3.7568, -2.4955], [2.2816, -3.3439, -2.1308], [3.0733, -1.7014, -0.5472], [4.5754, -2.6234, -0.7272], [5.5805, -0.7628, -1.8724], [4.0110, 1.1123, -1.2540], [1.6831, 1.2265, -2.2848], [1.9290, 0.2845, -0.8755], [1.4271, -1.6876, -1.6752], [0.3151, -0.6953, -2.5016], [-1.5530, 3.2048, 0.7697], [0.1250, 3.1948, 0.2272], [-0.4067, 2.0423, 1.4549], [-3.1075, 0.1186, 0.9818], [-2.3278, -0.0858, -0.4975], [-1.6502, 2.2442, -2.3271], [-1.0107, -0.8057, -0.4623], [-0.8238, -2.0081, -0.5390], [-0.0730, 0.1516, -0.3636], [-2.9753, -0.3898, -1.3169]], "forces_ev_per_angstrom": [[2.7, -2.0, 0.1], [1.9, -2.3, -2.5], [-0.3, 0.4, -0.6], [0.4, 0.3, -0.3], [-0.2, 0.8, 0.1], [-0.3, -0.1, 0.3], [0.3, -0.5, -0.1], [0.0, 0.3, 0.3], [-0.2, 0.6, -0.5], [0.2, 0.2, -0.1], [-0.4, 0.2, 0.1], [-0.1, -0.5, 0.0], [-0.2, 0.0, 0.5], [0.4, -0.3, 0.4], [-0.3, -0.4, 0.1], [-0.1, 0.2, -0.1], [0.3, 0.6, -0.5], [-0.1, -0.2, -0.3], [0.2, 0.0, 0.4], [-0.3, 0.4, -0.1], [-0.4, 0.4, 0.1], [0.3, 0.0, 0.3], [-0.2, -0.2, 0.3], [-0.1, -0.3, -0.4], [-1.4, -0.7, 1.9], [-3.6, 2.7, 2.6], [2.6, -0.2, -0.8], [0.2, -0.6, 0.8], [-0.6, -1.5, 0.4], [1.6, 0.3, -0.7], [-2.5, 1.9, 0.1], [-0.2, 0.4, 0.9], [-0.4, -1.1, 0.6], [-0.1, 0.2, 0.0], [-0.4, 0.0, 0.1], [-0.6, -0.1, 0.3], [-0.5, 0.2, -0.4], [0.8, -0.1, 0.1], [0.2, -0.3, -0.4], [-0.2, 0.4, -0.1], [-0.3, -0.1, 0.0], [-0.1, 0.0, -0.1], [0.3, -0.3, 0.0], [-0.2, 0.0, -0.6], [-0.4, 0.3, -0.5], [0.8, 0.1, 0.1], [-0.1, 0.2, 0.1], [0.4, 0.4, 0.0], [0.1, 0.0, 0.2], [-1.2, -0.1, 2.1], [1.8, 0.9, -2.3], [0.2, 1.0, -1.8], [-0.9, 1.6, 0.9], [1.0, -0.6, -0.5], [0.8, -2.3, -0.7], [-0.3, -0.4, 0.3]], "lowdin_charge": [0.943, 0.959, -0.282, -0.286, 0.077, 0.105, 0.095, 0.095, -0.190, 0.074, 0.070, 0.060, -0.232, 0.095, -0.044, 0.063, -0.181, 0.077, 0.062, 0.056, -0.144, 0.067, 0.080, 0.090, -0.357, -0.345, -0.111, -0.156, -0.160, -0.085, -0.384, -0.174, -0.206, -0.238, 0.137, 0.110, 0.118, 0.132, 0.134, 0.121, 0.104, 0.148, 0.110, 0.125, 0.092, 0.088, -0.028, -0.051, -0.025, 0.552, -0.754, 0.237, -0.691, 0.003, -0.182, 0.025]}